Formula: C36H94Cl3CrN13O7P3
Source: the Open Molecules 2025 dataset
Level of theory: wB97M-V/def2-TZVPD

Each line ends with the Mulliken spin population.
CARTESIAN COORDINATES (ANGSTROEM)
Cr (1.39631, -2.48075, 0.54082)  3.17
Cl (3.61865, -1.60648, 0.99638)  -0.03
Cl (0.62283, -1.87277, 2.72739)  -0.02
Cl (0.33907, -0.86091, -0.86751)  -0.03
C (-1.07717, -4.61036, 0.21184)  0.00
O (-0.18896, -3.69435, 0.23722)  -0.06
N (-2.37508, -4.27246, 0.18507)  0.01
C (-3.30984, -5.36123, 0.25381)  0.00
C (-2.86176, -2.85077, 0.25157)  0.00
H (-0.91209, -5.69812, 0.25318)  0.00
H (-4.18263, -5.07030, -0.33072)  0.00
H (-3.54385, -5.43407, 1.31590)  0.00
H (-2.95813, -6.32636, -0.11080)  0.00
H (-2.86142, -2.44077, 1.26151)  0.00
H (-2.27405, -2.18390, -0.37929)  0.00
H (-3.89948, -2.96399, -0.06215)  0.00
C (3.38950, 2.16465, -3.64541)  0.00
O (2.27958, 2.62386, -3.86522)  0.00
N (4.53251, 2.28062, -4.37392)  0.00
C (4.54494, 2.86865, -5.67411)  0.00
C (5.75915, 1.65185, -3.86933)  0.00
H (3.56543, 1.61219, -2.70944)  0.00
H (3.51676, 3.15799, -5.89142)  0.00
H (4.97684, 2.19434, -6.41362)  0.00
H (4.93950, 3.88071, -5.76444)  0.00
H (5.80627, 0.62065, -3.51931)  0.00
H (6.45887, 1.86103, -4.67850)  0.00
H (6.11526, 2.26642, -3.04254)  0.00
C (2.40133, -5.58673, 1.68269)  0.00
O (2.07563, -4.49665, 1.29879)  0.02
N (1.82904, -6.14538, 2.77850)  0.00
C (2.13485, -7.55086, 2.98645)  0.00
C (0.92272, -5.44219, 3.77247)  0.00
H (2.89853, -6.34038, 1.05260)  0.00
H (1.36330, -8.08702, 3.53903)  0.00
H (3.06475, -7.50634, 3.55339)  0.00
H (2.43272, -7.87990, 1.99091)  0.00
H (1.37346, -5.69344, 4.73257)  0.00
H (1.03532, -4.36965, 3.61407)  0.00
H (-0.06532, -5.90117, 3.80724)  0.00
O (-5.64639, 2.75406, 3.64647)  0.00
P (-4.55658, 1.67137, 3.65958)  0.00
N (-3.51250, 1.88722, 4.96172)  0.00
C (-3.79238, 2.93190, 6.05016)  0.00
C (-2.31458, 1.05599, 5.08851)  0.00
N (-3.53334, 1.78762, 2.30776)  0.00
C (-2.63468, 0.73396, 1.85677)  0.00
C (-3.20839, 3.18465, 1.77762)  0.00
N (-5.10354, 0.05068, 3.91923)  0.00
C (-5.80790, -0.82024, 2.96767)  0.00
C (-5.54943, -0.37389, 5.25167)  0.00
H (-4.47617, 2.39544, 6.70799)  0.00
H (-4.36411, 3.73243, 5.58073)  0.00
H (-2.88165, 3.13328, 6.61417)  0.00
H (-1.47745, 1.49489, 4.54567)  0.00
H (-2.46338, -0.00525, 4.88915)  0.00
H (-2.05008, 1.11301, 6.14439)  0.00
H (-2.44183, -0.00962, 2.63008)  0.00
H (-3.15635, 0.24373, 1.03480)  0.00
H (-1.72786, 1.12645, 1.39663)  0.00
H (-4.13103, 3.70387, 1.51828)  0.00
H (-2.93634, 3.80720, 2.62998)  0.00
H (-2.44015, 3.25149, 1.00727)  0.00
H (-5.54364, -1.83040, 3.28047)  0.00
H (-6.86878, -0.64156, 3.14294)  0.00
H (-5.43389, -0.67333, 1.95444)  0.00
H (-6.55289, -0.05815, 5.53711)  0.00
H (-4.81084, -0.35390, 6.05302)  0.00
H (-5.85136, -1.42124, 5.25077)  0.00
O (4.87173, 0.82875, 2.77605)  0.00
P (3.89987, 1.85784, 3.29221)  -0.01
N (2.73603, 1.17425, 4.36018)  0.00
C (1.59012, 1.92426, 5.07492)  0.00
C (2.89290, -0.21121, 4.93322)  0.01
N (2.98394, 2.60255, 2.09939)  0.00
C (1.97877, 1.75595, 1.35159)  -0.01
C (3.45424, 3.75481, 1.27497)  0.00
N (4.64600, 3.17584, 4.10130)  0.00
C (5.68534, 2.95146, 5.12808)  0.00
C (3.92322, 4.37702, 4.39091)  0.00
H (1.08821, 1.11786, 5.60961)  0.00
H (1.02371, 2.47800, 4.32615)  0.00
H (1.91834, 2.71400, 5.75071)  0.00
H (1.95090, -0.75804, 4.97430)  0.00
H (3.34022, -0.24797, 5.92654)  0.00
H (3.57879, -0.79349, 4.31791)  0.00
H (2.28216, 1.42199, 0.35935)  0.00
H (1.67390, 0.91108, 1.96913)  0.01
H (1.14270, 2.45383, 1.30641)  0.00
H (4.16842, 4.45627, 1.70624)  0.00
H (3.95170, 3.43264, 0.36018)  0.00
H (2.60892, 4.30776, 0.86534)  0.00
H (6.33458, 3.82620, 5.16576)  0.00
H (5.18137, 2.58646, 6.02301)  0.00
H (6.13786, 1.98578, 4.90271)  0.00
H (3.84532, 4.61422, 5.45192)  0.00
H (2.89106, 4.26661, 4.05844)  0.00
H (4.35181, 5.22999, 3.86473)  0.00
O (2.12376, -3.52644, -1.11663)  -0.05
P (2.34910, -3.96234, -2.54677)  -0.02
N (0.97886, -4.67436, -3.39089)  0.00
C (0.53364, -6.07989, -3.28586)  0.00
C (-0.14021, -3.77311, -3.66828)  0.00
N (3.53503, -5.09977, -2.85544)  0.00
C (3.76082, -5.86244, -4.06728)  0.00
C (4.65993, -5.39043, -1.97448)  0.00
N (2.84384, -2.66694, -3.57624)  0.00
C (3.64619, -1.46027, -3.16884)  0.00
C (2.82725, -2.86526, -4.96846)  0.00
H (1.28635, -6.74324, -2.85986)  0.00
H (0.17633, -6.55157, -4.20126)  0.00
H (-0.32861, -5.98104, -2.62640)  0.00
H (-0.51566, -4.06296, -4.64968)  0.00
H (0.23856, -2.75109, -3.65883)  0.00
H (-0.93192, -3.92401, -2.93444)  0.00
H (3.62517, -6.94330, -4.10531)  0.00
H (3.15354, -5.60527, -4.93514)  0.00
H (4.79741, -5.81802, -4.40137)  0.00
H (5.65801, -5.42633, -2.41111)  0.00
H (4.67133, -4.61804, -1.20546)  0.00
H (4.33254, -6.26634, -1.41440)  0.00
H (4.46973, -1.31851, -3.86868)  0.00
H (2.96778, -0.61668, -3.29618)  0.00
H (3.97970, -1.54991, -2.13500)  0.00
H (2.01627, -3.49381, -5.33637)  0.00
H (3.74939, -3.41718, -5.15049)  0.00
H (2.80833, -1.91808, -5.50754)  0.00
C (-6.19434, 4.26233, -4.30836)  0.00
C (-4.65711, 4.57312, -4.20957)  0.00
C (-4.41471, 5.83154, -3.27662)  0.00
C (-2.97141, 6.03017, -3.07417)  0.00
C (-2.46575, 4.82693, -2.20840)  0.00
C (-2.67948, 3.48371, -2.91546)  0.00
N (-4.01616, 3.43269, -3.50689)  0.00
O (-4.36268, 2.18901, -4.03728)  0.00
C (-1.57206, 3.24039, -3.98961)  0.00
C (-2.54867, 2.50973, -1.67358)  0.00
C (-4.11573, 4.86992, -5.62982)  0.00
H (-6.45214, 3.94491, -3.29796)  0.00
H (-6.39024, 3.51390, -5.07621)  0.00
H (-6.71113, 5.21796, -4.39670)  0.00
H (-4.87671, 6.77689, -3.56115)  0.00
H (-4.93136, 5.58021, -2.35033)  0.00
H (-2.85325, 6.94916, -2.50008)  0.00
H (-2.48615, 6.15153, -4.04263)  0.00
H (-2.93107, 4.81717, -1.22276)  0.00
H (-1.39545, 4.92621, -2.02753)  0.00
H (-0.59315, 3.09029, -3.53430)  0.00
H (-1.75156, 2.31695, -4.54020)  0.00
H (-1.43894, 4.06863, -4.68560)  0.00
H (-1.59978, 2.76675, -1.20281)  0.00
H (-3.32661, 2.36416, -0.92410)  0.00
H (-2.46365, 1.48105, -2.02386)  0.00
H (-3.16234, 5.35200, -5.84600)  0.00
H (-4.78741, 5.60342, -6.07583)  0.00
H (-4.19234, 3.97276, -6.24407)  0.00
H (-4.67907, 1.70115, -3.27342)  0.00

Atoms 1-6, force components in eV/Å:
Cr 1.2 0.1 0.3
Cl -1.6 -0.5 -0.6
Cl 0.0 -0.2 -1.1
Cl 0.6 -0.6 0.8
C 0.9 3.9 0.3
O -2.3 -2.7 -0.2

Output
HOMO (spin up / spin down)	-7.47 / -7.47	eV
spin multiplicity	4
ΔE to the lowest compared entry with this formula, charge and spin	0.00	kJ/mol
<S²>	3.809
orbital gap (spin up / spin down)	7.2 / 7.3	eV

=====

Formula: C36H94N4O16
Source: the Open Molecules 2025 dataset
Level of theory: wB97M-V/def2-TZVPD

Each line ends with the Mulliken charge.
CARTESIAN COORDINATES (ANGSTROEM)
C (5.43679, -3.23643, 1.19975)  -0.48
O (4.46007, -3.69948, 0.33635)  -0.43
C (4.03564, -2.68062, -0.60311)  -0.02
C (3.17068, -3.34283, -1.64530)  -1.41
N (2.06984, -4.03223, -0.96947)  0.40
C (1.12193, -4.46904, -1.94505)  -1.13
C (0.07578, -5.32957, -1.29406)  -0.06
O (0.84327, -6.45573, -0.80095)  -0.46
C (0.08267, -7.35134, -0.03213)  -0.72
H (4.96981, -2.74141, 2.03585)  -0.14
H (6.18842, -2.60088, 0.76529)  0.45
H (5.83525, -4.11594, 1.72949)  0.30
H (4.78325, -2.16696, -1.17386)  0.80
H (3.45268, -1.88945, -0.06823)  -0.26
H (3.71694, -4.08656, -2.23141)  0.55
H (2.86769, -2.61487, -2.40907)  0.52
H (2.44220, -4.78785, -0.50220)  0.13
H (1.69885, -5.02669, -2.66179)  0.52
H (0.66495, -3.60304, -2.49262)  0.38
H (-0.60152, -5.63375, -2.05802)  0.63
H (-0.40312, -4.82010, -0.49708)  -0.26
H (-0.67912, -7.87228, -0.57650)  0.35
H (-0.45676, -6.82761, 0.78108)  0.21
H (0.76503, -8.14312, 0.26013)  0.26
C (0.17837, 2.60410, -10.10005)  -0.72
O (0.43687, 3.40557, -9.02880)  -0.32
C (1.70095, 3.16051, -8.46937)  -0.59
C (2.16924, 4.14078, -7.41335)  -0.58
N (1.23641, 4.13640, -6.33251)  -0.17
C (1.35679, 5.07876, -5.21811)  -0.98
C (0.50451, 4.72230, -4.01773)  -0.37
O (-0.87712, 5.04167, -4.25302)  -0.38
C (-1.72919, 4.57782, -3.23299)  -0.66
H (0.54296, 1.57090, -9.94185)  0.30
H (0.70973, 2.84874, -11.02575)  0.29
H (-0.88217, 2.69774, -10.28089)  0.26
H (2.47389, 3.16447, -9.27197)  0.36
H (1.62163, 2.18020, -8.07260)  0.41
H (2.18786, 5.11733, -7.98968)  0.24
H (3.16893, 3.94292, -6.96470)  0.36
H (0.29828, 4.20760, -6.69190)  0.17
H (1.16209, 6.11027, -5.56994)  0.37
H (2.38428, 5.02497, -4.98886)  0.54
H (0.94447, 5.18912, -3.13021)  0.39
H (0.62152, 3.62497, -3.97215)  0.22
H (-2.74786, 4.84074, -3.51642)  0.27
H (-1.51037, 4.92982, -2.24266)  0.30
H (-1.74257, 3.46687, -3.18336)  0.29
C (-0.07437, 3.90056, 1.33242)  -0.29
O (-1.34818, 4.43003, 0.91113)  -0.22
C (-2.04528, 4.74916, 2.09442)  -0.39
C (-3.48940, 5.12098, 1.71476)  -0.87
N (-3.96869, 3.94383, 0.97742)  0.15
C (-5.42534, 3.70396, 0.98651)  -0.96
C (-6.16682, 4.78646, 0.19708)  -0.67
O (-5.60263, 4.86907, -1.07742)  -0.26
C (-6.00167, 6.03766, -1.75692)  -0.78
H (0.51739, 4.44403, 2.05475)  0.38
H (0.62150, 3.69796, 0.50872)  0.19
H (-0.30099, 2.91399, 1.74746)  -0.19
H (-1.57870, 5.66007, 2.55058)  0.46
H (-2.00561, 3.97209, 2.89881)  0.08
H (-3.58239, 6.06671, 1.13609)  0.33
H (-4.13158, 5.24337, 2.61871)  0.44
H (-3.66612, 4.05708, 0.02294)  0.11
H (-5.80262, 3.69659, 2.01305)  0.45
H (-5.61912, 2.75661, 0.40799)  0.25
H (-6.19082, 5.81120, 0.72965)  0.35
H (-7.18657, 4.50890, 0.08372)  0.53
H (-7.14194, 6.18709, -1.53235)  0.32
H (-5.91698, 5.85662, -2.84013)  0.23
H (-5.48854, 6.91989, -1.41503)  0.32
C (-1.44408, -3.79783, 7.66948)  -0.71
O (-0.53351, -2.96417, 6.98575)  -0.40
C (-1.21349, -2.31746, 5.91999)  -0.14
C (-1.72915, -3.18484, 4.79289)  -0.61
N (-0.70326, -3.82730, 3.96543)  -0.30
C (0.10729, -2.99047, 3.17231)  -0.65
C (1.04398, -3.84707, 2.34132)  2.16
O (1.63207, -4.88874, 3.20235)  -0.58
C (2.54320, -5.66258, 2.43752)  -0.19
H (-2.14906, -3.10448, 8.17954)  0.28
H (-0.92105, -4.32297, 8.51466)  0.28
H (-1.94817, -4.50600, 7.05238)  0.29
H (-0.49255, -1.56542, 5.49182)  -0.21
H (-2.12202, -1.76378, 6.30927)  0.45
H (-2.33670, -2.49507, 4.22752)  -0.27
H (-2.33502, -4.01143, 5.15417)  0.79
H (-0.16616, -4.63043, 4.35577)  0.34
H (0.71686, -2.27754, 3.76320)  0.37
H (-0.54980, -2.39331, 2.56571)  -0.18
H (1.87902, -3.29203, 1.94837)  -0.07
H (0.47068, -4.29823, 1.42303)  -0.95
H (2.05426, -5.91600, 1.49670)  0.03
H (2.71651, -6.59376, 3.01468)  0.33
H (3.42611, -5.10325, 2.21506)  -0.03
C (5.06668, 0.40250, -3.40612)  -1.26
C (3.86384, 1.30051, -3.27312)  0.57
C (3.33485, 1.36699, -1.84465)  -1.03
O (4.20230, 2.64869, -3.67038)  -0.55
H (5.67472, 0.64838, -2.58139)  0.34
H (5.61359, 0.52407, -4.33806)  0.39
H (4.68299, -0.61813, -3.28839)  0.18
H (3.08171, 1.05093, -3.97840)  0.38
H (2.43237, 2.00715, -1.79235)  0.21
H (4.21362, 1.78580, -1.32988)  0.46
H (3.02232, 0.43031, -1.42120)  0.02
H (4.50498, 3.15867, -2.90006)  0.30
C (3.35533, -1.12182, 4.23581)  -1.34
C (2.88657, 0.01964, 3.29468)  0.82
C (3.97981, 0.84345, 2.80753)  -1.65
O (2.19119, -0.46627, 2.17696)  -0.27
H (2.54367, -1.73102, 4.58019)  0.31
H (3.77748, -0.54887, 5.08214)  0.48
H (4.20626, -1.63743, 3.83715)  0.16
H (2.19524, 0.66093, 3.82816)  0.25
H (4.66821, 0.26463, 2.19065)  0.25
H (4.56489, 1.20210, 3.64193)  0.46
H (3.60182, 1.66399, 2.19946)  0.30
H (1.60980, -1.20577, 2.36482)  -0.14
O (-1.10439, -0.01431, 3.28586)  0.35
C (-1.96853, 0.92233, 3.98645)  -0.85
C (-3.13178, 1.35834, 3.08033)  -0.27
O (-2.59922, 1.71277, 1.79099)  0.00
H (-0.81215, 0.39789, 2.44830)  -0.39
H (-2.29157, 0.50296, 4.94477)  0.42
H (-1.30534, 1.76291, 4.28727)  0.20
H (-3.63257, 2.20916, 3.55684)  0.37
H (-3.66963, 0.44462, 2.98731)  0.32
H (-3.00877, 2.57799, 1.48259)  0.10
O (-2.52793, 0.17233, -0.47237)  -0.59
C (-1.41631, -0.24473, -1.05427)  -1.31
C (-0.33771, -0.79925, -0.17539)  1.52
O (0.12654, 0.34314, 0.49763)  0.41
H (-2.49330, 0.73585, 0.28537)  0.33
H (-1.78205, -0.98752, -1.68747)  0.55
H (-0.95248, 0.58886, -1.53472)  0.34
H (0.53966, -1.14951, -0.78690)  -0.05
H (-0.76021, -1.61773, 0.42630)  -0.97
H (0.99778, 0.23876, 0.87504)  -0.21
O (-2.24657, -4.72199, 1.49915)  -0.56
C (-3.58426, -4.16705, 1.49965)  -0.80
C (-3.83034, -2.90728, 0.75644)  -0.36
O (-3.11184, -1.83983, 1.41480)  -0.07
H (-1.82389, -4.36662, 2.28856)  0.20
H (-4.31581, -4.87605, 1.21593)  0.55
H (-3.79374, -3.91000, 2.52772)  0.26
H (-4.94243, -2.73019, 0.80424)  0.32
H (-3.51575, -3.02837, -0.24196)  0.32
H (-3.08081, -1.09346, 0.79457)  0.07

Atoms 1-6, force components in eV/Å:
C -0.2 -1.0 1.8
O -0.2 0.9 -2.1
C -1.3 -0.3 0.5
C -0.2 -0.6 0.7
N -0.8 3.6 -1.2
C -0.5 0.7 -0.2

Output
HOMO	-8.27	eV
orbital gap	8.9	eV